No. 1
C9H18AsF6O9Rb | ωB97M-V with the def2-TZVPD basis set

For the orbital gap, the calculation gives 11.35 eV. The calculation puts the highest occupied orbital energy at -11.465 eV. As for the total energy: -105855.6740 eV. The energy above the lowest of the compared OMol25 structures with the same formula, charge and spin is 1.2986 eV.

CARTESIAN COORDINATES (ANGSTROEM)
Rb: 1.723 -0.773 -0.061
As: 2.479 -2.024 -3.575
F: 2.330 -0.408 -2.699
F: 1.082 -2.582 -2.612
F: 2.750 -3.586 -4.298
F: 3.961 -1.258 -4.273
F: 3.452 -2.566 -2.216
F: 1.497 -1.473 -4.923
C: -1.446 -0.486 3.079
O: -2.161 -1.605 2.564
C: -1.475 -2.529 1.846
O: -0.359 -2.402 1.344
O: -2.198 -3.583 1.705
C: -1.674 -4.772 1.115
H: -1.140 0.358 2.460
H: -0.567 -0.792 3.645
H: -2.003 -0.133 3.947
H: -1.233 -5.339 1.934
H: -0.996 -4.574 0.285
H: -2.494 -5.367 0.714
C: -0.434 1.926 -3.126
O: -1.718 1.676 -2.578
C: -1.784 0.970 -1.518
O: -0.794 0.610 -0.906
O: -3.017 0.725 -1.297
C: -3.255 -0.309 -0.346
H: -0.032 0.984 -3.501
H: 0.236 2.418 -2.421
H: -0.469 2.586 -3.993
H: -2.479 -1.075 -0.337
H: -4.239 -0.777 -0.370
H: -3.201 0.153 0.640
C: 3.436 3.688 1.135
O: 2.167 3.363 1.574
C: 1.899 2.115 1.934
O: 2.688 1.190 1.982
O: 0.607 1.952 2.309
C: -0.425 2.952 2.012
H: 4.162 3.616 1.945
H: 3.438 4.656 0.634
H: 3.789 3.007 0.360
H: -1.376 2.519 2.322
H: -0.451 3.113 0.934
H: -0.275 3.837 2.631


No. 2
C46H50N5O4OsP2S | ωB97M-V with the def2-TZVPD basis set

For the orbital gap (alpha / beta), the calculation gives 7.89 / 5.53 eV. The calculation puts the highest occupied orbital energy (alpha / beta) at -15.919 / -15.917 eV. The expectation value of S² is 6.0142. As for the multiplicity: 5. As for the net charge: +3. As for the total energy: -96014.2533 eV.

CARTESIAN COORDINATES (ANGSTROEM)
Os: -0.103 0.644 0.184
O: -1.062 -3.254 0.863
C: -0.653 -2.116 0.898
N: -0.909 -1.122 -0.022
C: -1.735 -1.393 -1.112
O: -2.033 -2.482 -1.518
C: -2.186 -0.086 -1.713
C: -3.294 0.003 -2.541
C: -3.670 1.251 -3.021
C: -2.892 2.350 -2.688
C: -1.797 2.182 -1.855
N: -1.458 0.992 -1.354
C: 0.157 -1.564 2.030
C: 0.489 -2.341 3.129
C: 1.221 -1.761 4.156
C: 1.573 -0.424 4.047
C: 1.190 0.288 2.918
N: 0.502 -0.270 1.929
H: -3.857 -0.886 -2.769
H: -4.549 1.370 -3.636
H: -3.126 3.334 -3.058
H: -1.176 3.027 -1.585
H: 0.147 -3.364 3.164
H: 1.496 -2.331 5.031
H: 2.112 0.079 4.834
H: 1.415 1.344 2.825
O: 2.317 0.297 -0.097
P: 3.641 0.982 0.078
C: 3.410 2.742 0.646
P: 1.866 3.409 -0.098
O: 0.685 2.581 0.376
C: 1.590 5.121 0.387
C: 2.361 5.769 1.342
C: 2.047 7.071 1.695
C: 0.975 7.716 1.096
C: 0.204 7.064 0.142
C: 0.514 5.766 -0.218
C: 2.124 3.276 -1.882
C: 2.876 4.249 -2.535
C: 3.178 4.092 -3.876
C: 2.739 2.967 -4.556
C: 1.976 2.005 -3.910
C: 1.670 2.160 -2.571
C: 4.616 0.173 1.373
C: 4.500 -1.211 1.468
C: 5.260 -1.896 2.397
C: 6.134 -1.202 3.222
C: 6.257 0.174 3.118
C: 5.500 0.868 2.190
C: 4.579 0.921 -1.467
C: 4.063 0.099 -2.463
C: 4.750 -0.048 -3.651
C: 5.959 0.605 -3.831
C: 6.497 1.383 -2.816
C: 5.813 1.543 -1.624
H: 4.255 3.357 0.346
H: 3.315 2.746 1.736
H: 3.201 5.271 1.804
H: 2.637 7.574 2.445
H: 0.732 8.728 1.379
H: -0.637 7.564 -0.313
H: -0.065 5.253 -0.975
H: 3.214 5.123 -2.000
H: 3.761 4.840 -4.391
H: 2.984 2.844 -5.599
H: 1.637 1.132 -4.445
H: 1.097 1.399 -2.043
H: 3.806 -1.721 0.813
H: 5.181 -2.968 2.481
H: 6.731 -1.734 3.943
H: 6.942 0.710 3.757
H: 5.597 1.941 2.110
H: 3.128 -0.413 -2.289
H: 4.354 -0.677 -4.432
H: 6.494 0.492 -4.760
H: 7.458 1.852 -2.958
H: 6.244 2.134 -0.828
C: -0.816 -6.426 1.933
C: -0.839 -7.630 1.012
C: 0.107 -7.528 -0.181
C: -0.369 -6.520 -1.255
N: 0.053 -5.159 -1.008
C: 1.262 -4.674 -1.250
S: 1.570 -3.012 -0.901
N: 2.239 -5.396 -1.781
C: 3.552 -4.859 -2.062
C: 4.509 -4.902 -0.862
C: 5.209 -6.248 -0.671
C: 4.278 -7.391 -0.293
H: -1.454 -6.606 2.796
H: -1.192 -5.531 1.437
H: 0.195 -6.225 2.285
H: -1.858 -7.824 0.672
H: -0.538 -8.511 1.594
H: 0.177 -8.511 -0.649
H: 1.105 -7.253 0.167
H: -1.458 -6.526 -1.301
H: 0.008 -6.837 -2.232
H: -0.628 -4.522 -0.594
H: 2.088 -6.377 -1.969
H: 3.418 -3.809 -2.352
H: 3.982 -5.407 -2.900
H: 3.954 -4.629 0.040
H: 5.271 -4.140 -1.027
H: 5.945 -6.119 0.127
H: 5.772 -6.511 -1.570
H: 3.634 -7.110 0.540
H: 4.861 -8.255 0.018
H: 3.666 -7.707 -1.137